Entry 1:
Entry from the OMol25 dataset: a 2-piece molecular cluster, C10H16O overall at a distorted geometry (wB97M-V/def2-TZVPD).

Geometry (Å):
C 0.93 0.86 -2.62
C 0.19 -0.19 -1.82
C -1.17 -0.34 -2.10
C -1.94 -1.28 -1.42
C -1.34 -1.94 -0.35
O -2.21 -2.62 0.45
C 0.03 -1.95 -0.16
C 0.76 -0.95 -0.82
H 1.98 0.59 -2.77
H 0.97 1.81 -2.07
H 0.49 1.03 -3.60
H -1.76 0.22 -2.80
H -3.00 -1.42 -1.58
H -1.75 -3.26 1.00
H 0.51 -2.75 0.38
H 1.83 -0.84 -0.75
C 0.29 0.49 2.97
C -0.10 1.30 1.72
C 1.15 1.80 0.96
H -0.46 0.69 3.75
H 1.24 0.83 3.39
H 0.29 -0.59 2.84
H -0.60 0.67 1.00
H -0.61 2.18 2.11
H 1.66 2.59 1.52
H 1.80 0.94 0.79
H 0.85 2.13 -0.02

Its structure (SMILES) is Cc1ccc(O)cc1.CCC. As for the multiplicity: 1. The calculation puts the highest occupied orbital energy at -8.42 eV. The energy above the lowest of the compared OMol25 structures with the same formula, charge and spin comes out at 30.0 kcal/mol. Its total energy is -465.8499 Ha.

Atomic partial charges in e from the Löwdin method, atoms 1 to 2: atom 1 (C): -0.053, atom 2 (C): -0.291

---

Entry 2:
Entry from the OMol25 dataset: C15H30N3O10PS4 as an isolated structure at a distorted geometry (wB97M-V/def2-TZVPD).

Geometry (Å):
N 7.23 1.60 -0.52
P 6.56 0.13 -0.64
C 4.68 0.40 -0.83
C 4.10 1.77 -1.37
C 2.57 1.98 -1.48
C 1.65 0.79 -1.07
N 0.20 0.68 -1.09
S -0.18 -0.90 -0.50
N 1.33 -1.64 -0.12
C 2.24 -0.59 -0.52
C 3.78 -0.80 -0.39
O 4.41 -2.00 0.10
H 7.92 1.73 -1.27
H 7.11 -0.56 -1.79
H 6.79 -0.60 0.59
H 4.78 2.63 -1.69
H 2.16 2.97 -1.85
H 5.08 -2.27 -0.58
O -2.61 -3.00 -1.79
S -2.96 -4.23 -2.45
O -3.92 -4.27 -3.52
O -3.38 -5.32 -1.33
C -4.44 -5.00 -0.43
C -5.80 -5.06 -1.11
C -1.48 -5.02 -3.00
H -4.27 -4.03 0.03
H -4.41 -5.75 0.37
H -5.88 -4.29 -1.88
H -6.60 -4.90 -0.39
H -5.94 -6.02 -1.60
H -0.75 -5.02 -2.19
H -1.09 -4.44 -3.84
H -1.71 -6.03 -3.32
O 3.27 2.59 4.99
S 2.56 1.42 5.42
O 3.23 0.32 6.06
O 1.70 0.84 4.17
C 2.38 0.52 2.96
C 3.19 -0.76 3.10
C 1.20 1.91 6.44
H 3.01 1.35 2.64
H 1.62 0.38 2.19
H 4.01 -0.64 3.82
H 3.63 -1.04 2.14
H 2.56 -1.58 3.46
H 0.66 2.72 5.95
H 1.61 2.25 7.39
H 0.55 1.05 6.60
O -4.58 4.26 0.01
S -4.13 4.59 -1.32
O -5.01 4.50 -2.46
O -2.77 3.77 -1.63
C -2.80 2.35 -1.53
C -3.55 1.71 -2.68
C -3.43 6.21 -1.30
H -3.22 2.04 -0.57
H -1.76 2.01 -1.55
H -4.61 1.98 -2.66
H -3.48 0.62 -2.64
H -3.14 2.06 -3.64
H -2.74 6.29 -0.46
H -4.25 6.93 -1.18
H -2.92 6.39 -2.24

As for the multiplicity: 1. The calculation puts the highest occupied orbital energy at -8.78 eV. Its total energy is -3440.0589 Ha.

Atomic partial charges in e from the Löwdin method, atoms 1 to 2: atom 1 (N): -0.352, atom 2 (P): 0.699

---

Entry 3:
Entry from the OMol25 dataset: an isolated molecule of C5H6Cl2O at a distorted geometry (wB97M-V/def2-TZVPD).

Geometry (Å):
Cl -2.43 1.02 -0.21
C -0.79 1.53 -0.01
C -0.03 0.92 1.24
C 0.42 0.61 -0.19
Cl 1.72 1.54 -0.92
C -0.06 -0.75 -0.79
C 0.69 -1.98 -0.38
O -0.57 -1.66 0.19
H -0.68 2.52 -0.34
H -0.53 0.25 1.88
H 0.71 1.47 1.85
H -0.70 -0.66 -1.64
H 1.55 -1.95 0.28
H 0.69 -2.87 -0.96

Its structure (SMILES) is Cl[C@H]1C[C@@]1(Cl)[C@H]1CO1. As for the multiplicity: 1. The calculation puts the highest occupied orbital energy at -9.80 eV. The energy above the lowest of the compared OMol25 structures with the same formula, charge and spin comes out at 50.9 kcal/mol. Its total energy is -1189.6461 Ha.

Atomic partial charges in e from the Löwdin method, atoms 1 to 2: atom 1 (Cl): 0.680, atom 2 (C): -0.678

---

Entry 4:
Entry from the OMol25 dataset: an isolated molecule of C5H11NO2 at a distorted geometry (wB97M-V/def2-TZVPD).

Geometry (Å):
C 0.88 0.57 1.76
C -0.57 -0.01 1.83
C -1.38 0.33 0.58
N -1.17 -0.62 -0.50
C -0.48 -0.12 -1.70
C 0.85 -0.74 -1.98
O 1.14 -1.85 -2.32
O 1.82 0.23 -1.85
H 1.12 1.12 2.66
H 0.90 1.21 0.87
H 1.67 -0.13 1.51
H -1.11 0.37 2.70
H -0.48 -1.09 1.97
H -2.43 0.46 0.85
H -1.11 1.32 0.22
H -0.76 -1.49 -0.25
H -1.10 -0.35 -2.58
H -0.45 0.96 -1.69
H 2.65 -0.19 -2.08

Its structure (SMILES) is CCCNCC(=O)O. As for the multiplicity: 1. The calculation puts the highest occupied orbital energy at -8.86 eV. The energy above the lowest of the compared OMol25 structures with the same formula, charge and spin comes out at 26.0 kcal/mol. Its total energy is -402.3366 Ha.

Atomic partial charges in e from the Löwdin method, atoms 1 to 2: atom 1 (C): -0.091, atom 2 (C): -0.225

---

Entry 5:
Entry from the OMol25 dataset: an isolated ion of composition C4H8NS and charge +1 at a distorted geometry (wB97M-V/def2-TZVPD).

Geometry (Å):
C 2.36 -0.35 0.93
C 1.21 0.01 0.95
C -0.16 0.50 0.97
N -0.46 1.57 -0.04
S -1.51 -0.76 0.48
C -0.83 -1.44 -1.15
H 3.38 -0.77 0.91
H -0.68 0.76 1.94
H -1.37 1.92 -0.08
H -0.16 1.08 -0.86
H 0.12 2.36 -0.01
H 0.25 -1.40 -0.88
H -0.99 -0.95 -2.02
H -1.19 -2.54 -1.15

Its structure (SMILES) is C#C[C@@H]([NH3+])SC. The charge is +1. As for the multiplicity: 1. The calculation puts the highest occupied orbital energy at -13.66 eV. The energy above the lowest of the compared OMol25 structures with the same formula, charge and spin comes out at 53.2 kcal/mol. Its total energy is -609.7852 Ha.

Atomic partial charges in e from the Löwdin method, atoms 1 to 2: atom 1 (C): 0.187, atom 2 (C): -0.146

---

Entry 6:
Entry from the OMol25 dataset: C11H10BrNPt as an isolated structure at a distorted geometry (wB97M-V/def2-TZVPD).

Geometry (Å):
C -1.14 -0.75 -1.81
C -1.21 -1.78 -0.83
C -1.89 -1.22 0.34
H -0.91 -2.81 -0.94
C -2.26 0.15 0.00
C -1.81 0.41 -1.31
H -1.98 1.33 -1.87
H -0.76 -0.90 -2.82
H -2.20 -1.82 1.19
H -2.93 0.79 0.58
Pt 0.11 -0.35 0.45
Br 1.18 -2.64 0.87
C 1.91 1.12 0.43
C 1.07 1.89 -0.47
C 0.95 1.18 -1.68
H 0.73 2.90 -0.29
C 1.66 -0.06 -1.57
C 2.32 -0.09 -0.29
H 3.07 -0.79 0.02
H 2.36 1.45 1.37
H 0.47 1.55 -2.58
H 1.82 -0.80 -2.35
N -0.35 0.81 3.32
C -0.22 0.40 2.22

As for the expectation value of S²: 6.02. As for the multiplicity: 5. The calculation puts the highest occupied orbital energy (spin up / spin down) at -7.00 / -8.78 eV. Its total energy is -3173.0247 Ha.

Atomic partial charges in e from the Löwdin method, atoms 1 to 2: atom 1 (C): -0.136, atom 2 (C): -0.238